Entry 1:
Entry from the OMol25 dataset: C54H56Ge2N3P2PdSe2Te as an isolated structure (wB97M-V/def2-TZVPD).

Each line ends with the Mulliken spin population.
Geometry (Å):
Pd1 1.748 -0.293 0.230  0.398
Se1 -3.626 0.147 -4.148  0.904
P1 -3.682 -1.022 -2.373  0.004
C1 -3.766 -2.795 -2.756  -0.003
C2 -4.987 -3.285 -3.212  0.006
C3 -5.096 -4.604 -3.606  0.009
C4 -3.984 -5.432 -3.568  0.000
C5 -2.762 -4.937 -3.142  0.003
C6 -2.647 -3.617 -2.743  -0.003
C7 -5.147 -0.603 -1.353  0.002
C8 -5.864 -1.553 -0.630  -0.010
C9 -6.970 -1.169 0.104  0.002
C10 -7.381 0.156 0.108  0.002
C11 -6.692 1.096 -0.641  0.004
C12 -5.583 0.719 -1.378  0.010
C13 -2.107 -0.670 -1.576  -0.034
C14 -1.212 -1.076 -0.576  0.007
N1 -0.103 -0.326 -0.794  0.074
N2 -0.285 0.463 -1.813  0.045
N3 -1.468 0.273 -2.297  0.031
P2 -1.054 -2.137 0.875  0.013
Se2 0.983 -2.378 1.452  0.042
C15 -1.835 -3.749 0.581  0.002
C16 -1.105 -4.920 0.736  -0.004
C17 -1.732 -6.143 0.584  0.000
C18 -3.085 -6.198 0.290  0.000
C19 -3.810 -5.029 0.124  0.001
C20 -3.186 -3.806 0.269  0.005
C21 -2.021 -1.331 2.198  -0.009
C22 -3.306 -0.857 1.952  -0.004
C23 -4.015 -0.236 2.964  0.002
C24 -3.437 -0.061 4.212  0.000
C25 -2.148 -0.510 4.451  -0.002
C26 -1.441 -1.153 3.449  0.005
H1 -5.844 -2.625 -3.260  0.001
H2 -6.046 -4.987 -3.949  0.000
H3 -4.066 -6.461 -3.887  0.000
H4 -1.893 -5.579 -3.122  0.000
H5 -1.689 -3.230 -2.420  -0.001
H6 -5.585 -2.597 -0.664  0.001
H7 -7.521 -1.909 0.662  0.000
H8 -8.253 0.445 0.674  0.000
H9 -7.027 2.124 -0.656  0.000
H10 -5.067 1.440 -2.001  -0.008
H11 -0.054 -4.864 0.993  0.000
H12 -1.163 -7.055 0.701  0.000
H13 -3.578 -7.155 0.200  0.000
H14 -4.863 -5.073 -0.120  0.000
H15 -3.739 -2.887 0.156  -0.001
H16 -3.743 -0.945 0.967  0.003
H17 -5.013 0.129 2.765  0.000
H18 -3.993 0.429 4.998  0.000
H19 -1.689 -0.363 5.418  0.001
H20 -0.442 -1.528 3.636  0.003
C27 3.980 -2.796 -0.500  0.042
C28 4.244 -2.495 0.961  -0.006
Ge1 3.770 -0.572 1.399  0.033
C29 3.821 -0.426 3.415  -0.003
C30 3.776 0.990 3.959  -0.003
C31 5.269 0.433 0.659  -0.029
C32 5.151 0.907 -0.587  0.012
Ge2 3.272 0.710 -1.320  0.170
C33 2.849 -0.404 -2.980  0.068
C34 3.390 0.112 -4.297  0.007
C35 2.306 2.505 -1.306  0.040
C36 2.810 3.576 -2.254  -0.001
C37 6.193 1.603 -1.322  -0.018
C38 5.904 2.164 -2.565  0.019
C39 6.842 2.914 -3.246  0.001
C40 8.103 3.098 -2.703  0.000
C41 8.420 2.516 -1.486  0.001
C42 7.478 1.778 -0.801  0.002
H21 4.119 -3.853 -0.718  -0.001
H22 4.656 -2.221 -1.136  -0.002
H23 2.942 -2.533 -0.761  -0.008
H24 5.292 -2.662 1.202  0.000
H25 3.637 -3.148 1.598  0.001
H26 4.770 -0.887 3.683  0.000
H27 3.022 -1.029 3.849  -0.001
H28 4.528 1.613 3.476  -0.001
H29 3.957 0.996 5.032  0.000
H30 2.794 1.446 3.796  0.005
H31 6.188 0.512 1.220  0.003
H32 1.757 -0.438 -3.008  -0.022
H33 3.219 -1.418 -2.819  -0.001
H34 2.994 1.097 -4.529  -0.001
H35 3.093 -0.567 -5.095  0.003
H36 4.476 0.158 -4.280  0.000
H37 2.372 2.870 -0.273  0.004
H38 1.262 2.267 -1.537  -0.017
H39 3.833 3.861 -2.020  -0.001
H40 2.182 4.464 -2.172  0.003
H41 2.765 3.232 -3.284  0.001
H42 4.919 2.005 -2.984  0.007
H43 6.589 3.365 -4.194  0.000
H44 8.839 3.689 -3.225  0.000
H45 9.404 2.649 -1.062  0.000
H46 7.741 1.337 0.147  0.001
Te1 0.774 1.536 1.934  0.133
C43 0.733 3.303 3.179  0.030
C44 -0.095 3.240 4.286  0.013
C45 -0.295 4.366 5.063  0.006
C46 0.336 5.554 4.735  0.000
C47 1.180 5.607 3.640  0.002
C48 1.384 4.480 2.861  -0.003
C49 -0.743 2.453 0.712  0.027
C50 -2.026 1.928 0.768  -0.025
C51 -3.037 2.464 -0.007  0.003
C52 -2.773 3.527 -0.850  0.001
C53 -1.508 4.089 -0.866  0.000
C54 -0.497 3.566 -0.080  -0.008
H47 -0.589 2.309 4.531  -0.001
H48 -0.947 4.320 5.922  0.000
H49 0.178 6.432 5.341  0.000
H50 1.678 6.530 3.389  0.000
H51 2.052 4.521 2.012  0.001
H52 -2.242 1.108 1.436  0.012
H53 -4.035 2.055 0.062  0.000
H54 -3.550 3.935 -1.479  0.000
H55 -1.306 4.945 -1.494  0.000
H56 0.471 4.042 -0.090  -0.001

Properties
relative energy (zero: lowest compared OMol25 entry of this formula, charge and spin)	0.00	kJ/mol
charge	+1
E_tot	-12290.6345	a.u.
E_LUMO (spin up / spin down)	-2.7 / -5.5	eV
HOMO-LUMO gap (spin up / spin down)	0.242 / 0.159	hartree
2S+1	3


Entry 2:
Entry from the OMol25 dataset: a 3-piece molecular cluster, C54H59IO11 overall (wB97M-V/def2-TZVPD).

Each line ends with the Mulliken charge.
Geometry (Å):
C1 -1.194 2.023 -0.650  -0.635
C2 -0.382 0.939 -0.757  -0.585
C3 -0.858 -0.444 -1.044  1.076
O1 -1.504 -0.614 -2.072  -0.572
O2 -0.555 -1.448 -0.173  -0.450
C4 0.223 -2.509 -0.751  -0.771
C5 1.646 -2.045 -1.037  -0.088
C6 2.604 -3.200 -1.242  -0.562
C7 4.081 -2.766 -1.341  -1.322
C8 4.628 -2.746 -2.770  -0.509
C9 4.277 -1.398 -3.448  -1.569
C10 3.998 -1.532 -4.985  2.558
C11 5.251 -2.240 -5.520  -2.082
C12 2.671 -2.346 -4.982  2.288
C13 2.576 -3.707 -5.675  -2.149
C14 2.920 -3.760 -7.177  -0.040
C15 4.036 -4.775 -7.506  -1.155
I1 1.143 -4.380 -8.268  0.058
C16 1.590 -1.329 -5.337  0.055
O3 0.431 -1.506 -5.628  -0.663
O4 2.196 -0.107 -5.225  -0.526
C17 3.571 -0.176 -5.667  2.795
C18 4.231 0.982 -4.876  -1.591
C19 4.260 2.361 -5.558  -0.657
C20 5.611 2.676 -6.236  -0.422
C21 5.550 3.518 -7.489  0.056
O5 6.444 4.308 -7.749  -0.607
O6 4.504 3.351 -8.357  -0.223
C22 3.707 4.536 -8.487  -0.264
C23 2.554 4.290 -9.459  -1.154
C24 3.777 -0.069 -7.173  -1.022
C25 2.543 0.137 -8.045  -0.254
C26 1.644 1.318 -7.740  -1.291
O7 1.812 -1.081 -8.158  -0.504
H1 -1.127 2.857 -1.339  0.229
H2 -1.920 2.116 0.148  0.306
H3 0.690 1.078 -0.642  0.368
H4 -0.238 -2.775 -1.702  0.365
H5 0.194 -3.352 -0.075  0.376
H6 1.590 -1.388 -1.907  0.032
H7 1.949 -1.411 -0.204  0.399
H8 2.315 -3.804 -2.099  0.306
H9 2.526 -3.849 -0.370  0.500
H10 4.709 -3.363 -0.688  0.450
H11 4.141 -1.750 -0.954  0.501
H12 5.712 -2.810 -2.733  0.628
H13 4.289 -3.597 -3.353  0.204
H14 5.148 -0.774 -3.269  0.569
H15 3.407 -0.956 -2.974  0.064
H16 5.165 -3.317 -5.459  0.418
H17 6.101 -1.920 -4.927  0.488
H18 5.502 -2.008 -6.552  0.293
H19 2.359 -2.601 -3.967  -2.028
H20 3.159 -4.450 -5.140  0.473
H21 1.542 -4.022 -5.571  0.852
H22 3.184 -2.802 -7.591  0.047
H23 3.715 -5.516 -8.223  0.348
H24 4.915 -4.256 -7.876  0.272
H25 4.342 -5.322 -6.618  0.334
H26 5.270 0.693 -4.729  0.434
H27 3.713 1.093 -3.937  0.246
H28 3.437 2.557 -6.234  0.044
H29 4.170 3.101 -4.766  0.588
H30 6.127 1.754 -6.505  0.315
H31 6.257 3.214 -5.556  0.577
H32 3.283 4.765 -7.510  0.258
H33 4.307 5.367 -8.839  0.479
H34 1.609 4.395 -8.936  0.314
H35 2.576 4.983 -10.288  0.349
H36 2.582 3.266 -9.812  0.278
H37 4.223 -0.990 -7.538  0.134
H38 4.491 0.699 -7.442  0.300
H39 2.930 0.327 -9.050  0.603
H40 2.191 2.243 -7.850  -0.132
H41 0.883 1.347 -8.522  0.593
H42 1.117 1.248 -6.796  0.292
H43 0.883 -0.856 -8.069  0.346
C27 -7.596 1.571 6.990  -0.657
C28 -6.694 0.573 7.346  -0.349
C29 -5.811 0.069 6.407  -0.714
C30 -5.832 0.551 5.104  0.311
C31 -6.753 1.537 4.742  0.166
C32 -7.626 2.051 5.692  -0.599
C33 -6.825 2.036 3.340  0.664
O8 -7.621 2.896 3.026  -0.667
C34 -5.899 1.447 2.334  0.217
C35 -5.985 1.858 1.009  -0.622
C36 -5.123 1.331 0.064  -0.713
C37 -4.164 0.395 0.438  -0.539
C38 -4.076 -0.023 1.755  -0.712
C39 -4.947 0.494 2.706  0.207
C40 -4.861 0.010 4.112  0.513
O9 -4.025 -0.806 4.441  -0.669
H44 -8.278 1.971 7.728  0.424
H45 -6.679 0.193 8.360  0.448
H46 -5.105 -0.703 6.680  0.548
H47 -8.329 2.822 5.410  0.476
H48 -6.729 2.588 0.723  0.473
H49 -5.194 1.648 -0.968  0.459
H50 -3.488 -0.012 -0.302  0.738
H51 -3.334 -0.754 2.048  0.560
C41 -1.943 0.793 8.994  -0.549
C42 -0.793 0.682 9.769  -0.494
C43 -0.891 0.505 11.138  -0.660
C44 -2.140 0.448 11.742  0.436
C45 -3.294 0.581 10.968  0.108
C46 -3.190 0.744 9.592  -0.508
C47 -4.643 0.568 11.598  0.510
O10 -5.643 0.679 10.920  -0.649
C48 -4.730 0.424 13.077  0.147
C49 -5.975 0.463 13.692  -0.496
C50 -6.072 0.318 15.065  -0.486
C51 -4.927 0.123 15.829  -0.474
C52 -3.683 0.088 15.223  -0.563
C53 -3.578 0.246 13.847  0.131
C54 -2.229 0.238 13.215  0.550
O11 -1.230 0.069 13.881  -0.661
H52 -1.865 0.923 7.923  0.475
H53 0.181 0.732 9.301  0.387
H54 0.001 0.412 11.743  0.477
H55 -4.086 0.836 8.993  0.589
H56 -6.863 0.611 13.094  0.463
H57 -7.042 0.353 15.542  0.403
H58 -5.006 0.003 16.902  0.402
H59 -2.790 -0.059 15.814  0.473

Properties
E_tot	-3218.3659	a.u.
E_LUMO	-1.0	eV
HOMO-LUMO gap	0.287	hartree
structure (SMILES)	C=CC(=O)OCCCCCC[C@@]1(C)[C@H](C[C@@H](C)I)C(=O)O[C@]1(CCCC(=O)OCC)C[C@H](C)O.O=C1c2ccccc2C(=O)c2ccccc21.O=C1c2ccccc2C(=O)c2ccccc21